An isolated ion of composition C5H15N2 and charge +1, computed with ωB97M-V/def2-TZVPD.

Calculated values
E_LUMO = -2.57 eV
ΔE to the lowest compared entry with this formula, charge and spin = 10.9 kcal/mol
Orbital gap = 0.4281 Eh
Energy = -308.77523 a.u.
Spin multiplicity = 1
Net charge = +1
SMILES string = CC[N@@H+](C)CCN

Each atom is followed by the atoms it is bonded to, with distances in Å.
Positions of all 22 atoms, in Å:
1 N 1.8408 -0.7935 1.2275  C5 1.476, H12 1.011, H14 1.012
2 N -0.3048 0.0841 -0.2009  C4 1.478, C6 1.512, C7 1.510, H15 1.036
3 C -1.9135 -1.2681 -1.5105  C4 1.525, H11 1.081, H17 1.091, H19 1.084
4 C -1.7278 -0.0900 -0.5608  N2 1.478, C3 1.525, H16 1.093, H18 1.084
5 C 1.5201 0.6395 1.3744  N1 1.476, C7 1.516, H10 1.087, H22 1.092
6 C 0.4869 0.7021 -1.3308  N2 1.512, H8 1.088, H13 1.077, H20 1.084
7 C 0.0373 0.7844 1.0921  N2 1.510, C5 1.516, H9 1.079, H21 1.088
8 H 0.4123 1.7832 -1.2370  C6 1.088
9 H -0.5780 0.2896 1.8282  C7 1.079
10 H 2.1962 1.2275 0.7591  C5 1.087
11 H -1.6986 -2.2113 -1.0283  C3 1.081
12 H 1.7385 -1.2934 2.1002  N1 1.011
13 H 1.4683 0.2609 -1.2968  C6 1.077
14 H 2.7995 -0.8761 0.9156  N1 1.012
15 H 0.1700 -0.8181 -0.0163  N2 1.036
16 H -2.1326 0.7774 -1.0884  C4 1.093
17 H -1.2850 -1.2351 -2.4021  C3 1.091
18 H -2.3249 -0.2422 0.3315  C4 1.084
19 H -2.9482 -1.2688 -1.8346  C3 1.084
20 H -0.0407 0.4945 -2.2545  C6 1.084
21 H -0.2736 1.8257 1.0345  C7 1.088
22 H 1.6144 0.9342 2.4215  C5 1.092